{"formula": "C45H63FHfN3O4P2", "method": "ωB97M-V/def2-TZVPD", "homo_energy_ha": -0.552, "energy_ev": -82931.24124, "total_charge": 3, "gap_ev": 7.68, "molar_mass_da": 969.452, "lumo_energy_ha": -0.269, "relative_energy_kj_mol": 104.5, "elements": ["Hf", "C", "C", "C", "C", "C", "C", "C", "C", "C", "C", "C", "C", "C", "C", "C", "C", "C", "H", "H", "H", "H", "H", "H", "H", "H", "H", "H", "H", "H", "H", "H", "H", "H", "H", "H", "H", "H", "H", "H", "H", "H", "H", "H", "H", "H", "H", "C", "P", "C", "C", "C", "C", "C", "C", "C", "P", "C", "C", "H", "H", "H", "H", "H", "H", "H", "H", "H", "H", "H", "H", "H", "H", "H", "H", "F", "C", "C", "C", "C", "O", "C", "C", "N", "C", "C", "C", "C", "C", "C", "N", "C", "C", "N", "C", "C", "C", "O", "O", "H", "H", "H", "H", "H", "H", "H", "H", "H", "H", "H", "H", "H", "H", "H", "H", "H", "H", "O", "C"], "positions_angstrom": [[0.366, -0.113, 0.219], [2.019, 0.278, 1.962], [2.044, -1.144, 1.946], [2.691, -1.526, 0.709], [2.954, -0.317, 0.014], [2.587, 0.808, 0.774], [3.055, 2.247, 0.541], [3.857, 2.676, 1.777], [1.900, 3.231, 0.346], [3.965, 2.309, -0.688], [3.503, -2.768, 0.303], [4.116, -2.577, -1.094], [4.700, -2.828, 1.275], [2.758, -4.103, 0.285], [1.456, -1.969, 3.103], [0.955, -1.036, 4.209], [2.460, -2.928, 3.752], [0.232, -2.755, 2.614], [1.668, 0.875, 2.785], [3.490, -0.266, -0.919], [3.229, 2.703, 2.669], [4.269, 3.675, 1.624], [4.685, 1.992, 1.963], [1.246, 3.244, 1.220], [1.311, 2.993, -0.544], [2.292, 4.240, 0.215], [4.828, 1.653, -0.580], [4.334, 3.326, -0.819], [3.435, 2.038, -1.604], [4.897, -1.818, -1.093], [3.380, -2.302, -1.850], [4.581, -3.513, -1.405], [5.239, -1.880, 1.270], [5.387, -3.607, 0.944], [4.409, -3.047, 2.298], [2.143, -4.176, -0.612], [2.134, -4.271, 1.155], [3.479, -4.921, 0.239], [1.758, -0.419, 4.615], [0.552, -1.637, 5.025], [0.153, -0.393, 3.842], [3.336, -2.390, 4.117], [2.790, -3.717, 3.085], [1.983, -3.408, 4.608], [-0.549, -2.056, 2.290], [-0.191, -3.354, 3.422], [0.469, -3.420, 1.788], [-3.116, -2.255, 1.540], [-2.412, -0.967, 0.451], [-3.542, 0.400, 0.875], [-2.874, -1.381, -1.258], [-4.150, -1.129, -1.755], [-4.449, -1.376, -3.086], [-3.471, -1.874, -3.934], [-2.201, -2.145, -3.446], [-1.894, -1.903, -2.111], [-0.289, -2.379, -1.388], [0.714, -2.886, -2.819], [-0.726, -3.998, -0.664], [-4.127, -2.496, 1.211], [-3.159, -1.847, 2.552], [-2.523, -3.163, 1.571], [-4.563, 0.025, 0.931], [-3.497, 1.193, 0.132], [-3.274, 0.796, 1.855], [-4.922, -0.729, -1.113], [-5.442, -1.173, -3.462], [-3.696, -2.058, -4.975], [-1.460, -2.546, -4.123], [0.811, -2.085, -3.547], [0.242, -3.744, -3.297], [1.704, -3.189, -2.488], [-1.098, -4.629, -1.473], [-1.519, -3.883, 0.067], [0.125, -4.480, -0.194], [-0.766, 2.661, 6.462], [-1.088, 3.228, 5.286], [-0.924, 2.528, 4.136], [-1.313, 3.077, 2.900], [-1.092, 2.325, 1.684], [-0.567, 1.157, 1.744], [-1.476, 2.964, 0.493], [-2.045, 4.214, 0.543], [-2.265, 4.917, 1.654], [-2.902, 6.227, 1.438], [-3.909, 6.872, 2.334], [-2.548, 7.497, 2.141], [-1.885, 4.366, 2.879], [-2.010, 5.073, 4.085], [-1.619, 4.535, 5.297], [-1.752, 5.237, 6.488], [-2.809, 6.194, 6.724], [-3.458, 5.925, 8.076], [-2.407, 5.929, 9.155], [-1.288, 4.961, 8.868], [-0.712, 5.281, 7.501], [-1.342, 2.354, -0.859], [-1.827, 2.854, -1.836], [-0.638, 1.226, -0.894], [-0.511, 1.531, 4.170], [-2.344, 4.663, -0.394], [-3.105, 6.334, 0.384], [-4.155, 6.411, 3.279], [-4.757, 7.325, 1.842], [-1.833, 7.476, 2.950], [-2.471, 8.379, 1.521], [-2.376, 6.083, 4.090], [-3.584, 6.104, 5.965], [-2.430, 7.226, 6.694], [-3.922, 4.941, 8.094], [-4.198, 6.683, 8.327], [-2.836, 5.709, 10.056], [-2.018, 6.872, 9.246], [-1.713, 3.959, 8.893], [-0.545, 5.067, 9.657], [0.086, 4.581, 7.279], [-0.263, 6.284, 7.521], [1.506, 0.487, -3.265], [1.246, 0.232, -2.207]]}



{"formula": "C3H10BrNOSb", "method": "ωB97M-V/def2-TZVPD", "homo_energy_ha": -0.155, "energy_ev": -83388.85015, "total_charge": -1, "gap_ev": 7.78, "molar_mass_da": 277.783, "lumo_energy_ha": 0.131, "relative_energy_kj_mol": 101.3, "elements": ["N", "C", "O", "C", "C", "Sb", "Br", "H", "H", "H", "H", "H", "H", "H", "H", "H", "H"], "positions_angstrom": [[1.405, 1.828, 0.812], [1.532, 0.899, -0.312], [1.671, 1.411, -1.457], [1.563, -0.683, -0.192], [0.148, -1.394, 0.117], [-1.669, -0.158, -0.189], [-3.902, 1.199, -0.392], [0.957, 1.348, 1.615], [0.675, 2.502, 0.511], [2.279, -0.942, 0.673], [2.021, -1.188, -1.110], [0.156, -1.698, 1.228], [0.024, -2.376, -0.461], [-2.234, -1.388, -1.338], [-1.011, 0.705, -1.550], [-1.155, 1.058, 0.971], [-2.459, -1.124, 1.071]]}



{"formula": "C8H10N2O2", "method": "ωB97M-V/def2-TZVPD", "homo_energy_ha": -0.285, "energy_ev": -15531.30671, "gap_ev": 8.32, "molar_mass_da": 166.180, "lumo_energy_ha": 0.020, "smiles": "CC[C@H](C#N)n1c(O)ccc1O", "relative_energy_kj_mol": 260.7, "elements": ["C", "C", "C", "C", "C", "C", "C", "C", "N", "N", "O", "O", "H", "H", "H", "H", "H", "H", "H", "H", "H", "H"], "positions_angstrom": [[0.706, 2.677, -0.646], [2.095, -1.512, 0.949], [2.337, -1.478, -0.420], [1.292, -0.425, 1.220], [1.762, -0.341, -0.922], [-2.045, 0.242, 0.244], [-1.124, 1.037, -0.709], [0.206, 1.500, -0.006], [1.118, 3.632, -1.119], [1.075, 0.270, 0.087], [0.716, 0.010, 2.413], [1.646, 0.149, -2.183], [2.098, -2.379, 1.566], [3.029, -2.094, -1.060], [-2.545, 1.001, 0.929], [-1.417, -0.601, 0.762], [-2.862, -0.259, -0.327], [-0.796, 0.294, -1.462], [-1.656, 1.907, -1.028], [0.032, 1.812, 1.057], [1.535, 0.279, 2.912], [2.163, -0.523, -2.799]]}



{"formula": "C48H54As2ClKN2O14S2", "method": "ωB97M-V/def2-TZVPD", "homo_energy_ha": -0.025, "energy_ev": -254492.23112, "total_charge": -2, "gap_ev": 3.61, "molar_mass_da": 1171.489, "lumo_energy_ha": 0.108, "relative_energy_kj_mol": 381.8, "elements": ["K", "S", "C", "C", "C", "C", "C", "C", "N", "C", "C", "C", "C", "C", "C", "C", "H", "H", "H", "H", "H", "H", "H", "H", "O", "H", "H", "O", "H", "H", "C", "C", "S", "O", "C", "C", "H", "H", "H", "H", "H", "H", "H", "H", "H", "H", "C", "O", "C", "O", "C", "C", "As", "C", "C", "C", "As", "C", "C", "O", "O", "C", "C", "O", "O", "C", "C", "O", "O", "C", "H", "H", "H", "H", "H", "H", "H", "H", "H", "H", "H", "H", "H", "H", "H", "H", "H", "H", "C", "C", "C", "C", "Cl", "C", "C", "C", "O", "C", "C", "O", "O", "H", "H", "H", "H", "H", "H", "H", "H", "C", "C", "C", "C", "C", "C", "C", "C", "N", "H", "H", "H", "H", "H", "H"], "positions_angstrom": [[1.492, 0.438, -0.525], [1.346, -3.089, -4.926], [0.777, -4.141, -3.671], [0.323, -5.449, -3.763], [-0.034, -6.103, -2.594], [0.077, -5.462, -1.360], [0.517, -4.154, -1.267], [0.858, -3.470, -2.434], [1.318, -2.179, -2.501], [1.646, -1.817, -3.687], [2.190, -0.525, -4.098], [3.067, -0.490, -5.196], [3.609, 0.710, -5.612], [3.271, 1.877, -4.931], [2.394, 1.819, -3.855], [1.807, 0.631, -3.383], [0.263, -5.948, -4.722], [-0.385, -7.126, -2.642], [-0.167, -6.006, -0.457], [0.647, -3.670, -0.306], [3.346, -1.414, -5.698], [4.301, 0.743, -6.447], [3.704, 2.825, -5.243], [2.136, 2.751, -3.351], [-0.522, -0.821, -0.721], [-0.465, -1.776, -0.832], [-1.466, -0.623, -0.842], [-0.306, 2.696, 1.450], [0.488, 2.705, 0.871], [-1.031, 2.673, 0.813], [-2.980, 4.168, -2.997], [-3.473, 2.744, -2.796], [-2.204, 1.730, -1.926], [-2.948, 0.518, -1.456], [-1.270, 1.225, -3.410], [-1.948, 0.096, -4.161], [-3.749, 4.787, -3.463], [-2.095, 4.198, -3.635], [-2.715, 4.623, -2.042], [-3.708, 2.246, -3.736], [-4.349, 2.707, -2.149], [-0.263, 0.906, -3.070], [-1.141, 2.128, -4.011], [-2.273, -0.671, -3.459], [-1.236, -0.350, -4.856], [-2.821, 0.429, -4.730], [0.293, 3.255, 4.411], [1.223, 2.195, 4.155], [0.792, 1.029, 3.640], [1.544, 0.389, 2.949], [-0.570, 0.505, 3.903], [-1.087, 0.336, 5.126], [-2.985, 0.038, 5.535], [-2.703, -1.552, 6.676], [-3.581, -0.912, 3.931], [-3.016, -0.874, 2.715], [-1.176, -0.316, 2.208], [-0.463, -2.098, 2.671], [-3.661, -1.359, 1.475], [-3.058, -1.994, 0.646], [-4.922, -0.951, 1.289], [-5.463, -1.262, 0.001], [-4.869, -1.550, 4.243], [-5.578, -1.181, 5.156], [-5.153, -2.653, 3.537], [-6.404, -3.259, 3.833], [-0.412, 0.656, 6.403], [-0.981, 1.302, 7.257], [0.823, 0.214, 6.686], [1.459, -0.856, 5.973], [0.899, 4.107, 4.708], [-0.407, 3.034, 5.212], [-0.254, 3.493, 3.498], [-2.166, -1.242, 7.572], [-2.125, -2.310, 6.149], [-3.664, -1.969, 6.972], [-0.793, -2.395, 3.667], [0.623, -2.048, 2.622], [-0.834, -2.813, 1.937], [-6.402, -0.718, -0.070], [-5.638, -2.334, -0.092], [-4.773, -0.937, -0.778], [-6.543, -4.044, 3.094], [-7.213, -2.531, 3.770], [-6.401, -3.686, 4.836], [2.463, -0.535, 5.707], [0.928, -1.137, 5.070], [1.515, -1.717, 6.639], [2.171, 5.701, -4.293], [1.500, 6.030, -2.988], [0.346, 6.797, -2.946], [-0.251, 7.097, -1.734], [-1.705, 8.066, -1.712], [0.294, 6.646, -0.547], [1.445, 5.877, -0.578], [2.046, 5.545, -1.789], [3.187, 4.827, -1.927], [3.693, 4.008, -0.869], [2.858, 2.730, -0.560], [3.511, 1.703, -0.345], [1.606, 2.851, -0.548], [1.834, 6.371, -5.084], [1.949, 4.671, -4.584], [3.253, 5.777, -4.187], [-0.089, 7.163, -3.868], [-0.174, 6.878, 0.401], [1.854, 5.510, 0.350], [3.819, 4.593, 0.050], [4.667, 3.668, -1.206], [3.246, -2.016, 0.460], [3.497, -3.358, 0.462], [4.336, -4.001, -0.529], [4.646, -5.324, -0.464], [4.143, -6.159, 0.571], [3.265, -5.572, 1.519], [2.952, -4.248, 1.467], [4.509, -7.511, 0.670], [4.816, -8.628, 0.767], [3.697, -1.355, -0.271], [2.652, -1.562, 1.244], [4.721, -3.383, -1.333], [5.289, -5.773, -1.213], [2.842, -6.202, 2.295], [2.282, -3.828, 2.212]]}



{"formula": "C11H15NS", "method": "ωB97M-V/def2-TZVPD", "homo_energy_ha": -0.284, "energy_ev": -23974.64431, "gap_ev": 8.51, "molar_mass_da": 193.315, "lumo_energy_ha": 0.029, "smiles": "Cc1c[nH]c2ccccc12.CCS", "relative_energy_kj_mol": 126.6, "elements": ["C", "C", "C", "C", "C", "C", "C", "C", "C", "N", "H", "H", "H", "H", "H", "H", "H", "H", "H", "C", "C", "S", "H", "H", "H", "H", "H", "H"], "positions_angstrom": [[-2.055, -1.329, -1.706], [0.378, -0.449, -1.773], [-1.011, -0.336, -1.407], [1.009, 0.811, -1.468], [-1.242, 1.024, -1.255], [2.497, -1.508, -1.543], [3.087, -0.260, -1.269], [1.143, -1.619, -1.795], [2.335, 0.880, -1.064], [-0.052, 1.679, -1.203], [3.043, -2.419, -1.312], [4.163, -0.248, -1.128], [0.793, -2.615, -2.069], [2.811, 1.860, -0.959], [-2.579, -1.704, -0.822], [-1.763, -2.120, -2.410], [-2.165, 1.549, -1.052], [0.145, 2.647, -1.005], [-2.877, -0.827, -2.234], [-0.840, 0.385, 2.574], [-1.577, 0.866, 3.838], [1.000, 0.340, 2.869], [-1.081, -0.670, 2.475], [-1.096, 1.038, 1.743], [-2.591, 0.471, 3.747], [1.186, -0.100, 1.638], [-1.524, 1.965, 3.769], [-1.137, 0.689, 4.823]]}



{"formula": "C4H4N2O", "method": "ωB97M-V/def2-TZVPD", "homo_energy_ha": -0.377, "energy_ev": -9237.82331, "gap_ev": 9.97, "molar_mass_da": 96.089, "lumo_energy_ha": -0.011, "relative_energy_kj_mol": 257.1, "elements": ["C", "C", "C", "C", "N", "N", "O", "H", "H", "H", "H"], "positions_angstrom": [[-0.421, 0.803, -0.711], [-0.167, -0.616, -0.847], [-0.076, -2.454, -1.021], [0.310, -1.548, 0.173], [-1.549, 1.418, -0.803], [-0.404, -1.358, -1.881], [-0.045, -3.582, -1.335], [0.396, 1.441, -0.532], [1.391, -1.706, 0.298], [-0.336, -1.506, 1.075], [-1.446, 2.380, -0.804]]}



{"formula": "C4H10O3", "method": "ωB97M-V/def2-TZVPD", "homo_energy_ha": 0.000, "energy_ev": -10448.36849, "total_charge": -2, "gap_ev": 6.80, "molar_mass_da": 106.121, "lumo_energy_ha": 0.249, "relative_energy_kj_mol": 160.7, "elements": ["C", "C", "C", "O", "C", "O", "H", "H", "H", "H", "H", "H", "H", "H", "H", "H", "O"], "positions_angstrom": [[0.057, -0.258, -0.213], [1.611, -0.371, -0.306], [2.361, -1.707, 0.121], [3.752, -1.663, 0.119], [-0.586, 1.149, -0.694], [-2.088, 1.285, -0.385], [-0.326, -0.307, 0.823], [-0.443, -0.986, -0.829], [1.799, -0.168, -1.339], [2.130, 0.377, 0.254], [1.983, -1.848, 1.190], [1.838, -2.506, -0.460], [-0.209, 1.998, -0.121], [-0.546, 1.375, -1.742], [-2.987, 1.183, 0.174], [-4.211, 0.415, 1.534], [-4.125, 1.327, 1.148]]}



{"formula": "C41H32ClFNO24P", "method": "ωB97M-V/def2-TZVPD", "homo_energy_ha": -0.319, "energy_ev": -118182.47581, "gap_ev": 6.32, "molar_mass_da": 1008.115, "lumo_energy_ha": -0.087, "smiles": "CC[C@H](Cl)C1=C(P(N)O)C(=O)C=C(CC(=O)F)C1=O.O=C1C=C(O)C(=O)C=C1O.O=C1C=C(O)C(=O)C=C1O.O=C1C=C(O)C(=O)C=C1O.O=C1C=C(O)C(=O)C=C1O.O=C1C=C(O)C(=O)C=C1O", "elements": ["C", "C", "C", "Cl", "C", "C", "P", "N", "O", "C", "O", "C", "C", "C", "C", "O", "F", "C", "O", "H", "H", "H", "H", "H", "H", "H", "H", "H", "H", "H", "H", "C", "C", "C", "O", "C", "C", "C", "O", "O", "O", "H", "H", "H", "H", "C", "C", "C", "O", "C", "C", "C", "O", "O", "O", "H", "H", "H", "H", "C", "C", "C", "O", "C", "C", "C", "O", "O", "O", "H", "H", "H", "H", "C", "C", "C", "O", "C", "C", "C", "O", "O", "O", "H", "H", "H", "H", "C", "C", "C", "O", "C", "C", "C", "O", "O", "O", "H", "H", "H", "H"], "positions_angstrom": [[-4.876, -2.674, -1.171], [-4.994, -1.042, -0.830], [-4.806, -0.147, -2.190], [-4.721, -1.155, -3.766], [-3.561, 0.918, -2.159], [-2.123, 0.583, -1.898], [-1.571, -1.208, -1.533], [-0.718, -1.087, 0.069], [-0.440, -1.775, -2.735], [-0.913, 1.734, -1.934], [0.370, 1.365, -2.008], [-1.280, 3.332, -1.930], [-2.730, 3.708, -2.176], [-3.056, 5.323, -2.157], [-2.437, 5.893, -0.715], [-3.295, 5.959, 0.307], [-1.023, 6.309, -0.524], [-3.873, 2.528, -2.488], [-5.010, 2.955, -3.046], [-4.926, -3.300, -0.179], [-3.873, -2.954, -1.713], [-5.753, -3.033, -1.895], [-6.106, -0.908, -0.417], [-4.223, -0.773, 0.026], [-5.799, 0.508, -2.295], [-0.420, -0.076, 0.201], [-1.500, -1.196, 0.782], [-0.122, -2.666, -2.381], [-0.434, 4.134, -1.740], [-2.511, 5.925, -3.019], [-4.198, 5.590, -2.186], [-0.800, -0.488, 4.472], [-0.396, -0.366, 5.738], [0.350, 0.837, 6.200], [0.692, 0.929, 7.373], [0.655, 1.881, 5.209], [0.254, 1.758, 3.942], [-0.516, 0.568, 3.487], [-0.887, 0.491, 2.321], [0.540, 2.734, 3.005], [-0.658, -1.355, 6.668], [-1.345, -1.356, 4.123], [1.213, 2.742, 5.554], [0.143, 2.414, 2.166], [-0.266, -1.032, 7.509], [-2.175, 0.961, -5.570], [-1.684, 2.152, -5.919], [-1.264, 2.436, -7.319], [-0.834, 3.546, -7.613], [-1.379, 1.352, -8.306], [-1.867, 0.160, -7.957], [-2.312, -0.115, -6.563], [-2.773, -1.215, -6.276], [-1.975, -0.865, -8.879], [-1.549, 3.168, -4.990], [-2.486, 0.742, -4.556], [-1.054, 1.566, -9.316], [-2.356, -1.623, -8.384], [-1.174, 3.928, -5.487], [-0.415, -5.585, -9.439], [0.281, -6.521, -8.791], [0.991, -6.215, -7.519], [1.606, -7.101, -6.936], [0.928, -4.837, -7.008], [0.236, -3.900, -7.658], [-0.497, -4.213, -8.916], [-1.140, -3.334, -9.481], [0.174, -2.602, -7.186], [0.365, -7.813, -9.278], [-0.938, -5.794, -10.364], [1.464, -4.624, -6.092], [-0.386, -2.116, -7.829], [0.921, -8.300, -8.632], [5.915, 5.169, 7.524], [5.384, 5.258, 8.746], [4.052, 4.668, 9.055], [3.599, 4.749, 10.191], [3.320, 4.007, 7.963], [3.849, 3.922, 6.741], [5.193, 4.487, 6.439], [5.661, 4.377, 5.311], [3.166, 3.305, 5.709], [6.055, 5.900, 9.770], [6.883, 5.591, 7.286], [2.346, 3.599, 8.197], [3.758, 3.371, 4.928], [5.466, 5.828, 10.553], [2.800, -3.945, 4.769], [3.495, -4.882, 5.417], [4.206, -4.576, 6.689], [4.821, -5.462, 7.272], [4.142, -3.197, 7.200], [3.450, -2.260, 6.550], [2.717, -2.573, 5.292], [2.074, -1.695, 4.727], [3.389, -0.962, 7.022], [3.580, -6.173, 4.930], [2.277, -4.154, 3.844], [4.678, -2.984, 8.116], [2.828, -0.476, 6.379], [4.135, -6.660, 5.576]]}